Arrangement a

{
  "formula": "C3H9N2O3",
  "method": "wB97M-V/def2-TZVPD",
  "elements": ["O", "H", "O", "H", "H", "H", "H", "N", "H", "C", "C", "N", "C", "H", "H", "H", "O"],
  "coordinates": [[-2.216, -1.435, 2.064], [3.473, 0.043, -2.365], [1.073, 1.581, -0.827], [0.161, -0.585, 0.016], [3.128, 1.759, -2.338], [-0.149, -1.600, 2.048], [-2.323, -2.154, 1.369], [-0.823, -0.612, 0.383], [-1.828, 0.419, -1.107], [1.811, 0.602, -1.147], [-1.579, 0.547, -0.060], [2.897, 0.849, -2.037], [-0.914, -0.871, 1.802], [-2.543, 0.550, 0.433], [-0.770, 0.027, 2.466], [-1.079, 1.481, 0.126], [1.680, -0.602, -0.826]],
  "charge": -1,
  "homo_lumo_gap_ev": 8.4
}


Arrangement b

{
  "formula": "C3H9N2O3",
  "method": "wB97M-V/def2-TZVPD",
  "elements": ["H", "H", "H", "C", "N", "H", "C", "H", "O", "O", "H", "C", "N", "H", "H", "O", "H"],
  "coordinates": [[1.961, 3.116, -0.587], [-2.771, -1.309, 1.961], [-1.269, -2.795, 0.393], [-2.090, -0.466, 1.718], [-1.492, -0.700, 0.370], [-1.369, -0.469, 2.560], [-0.645, -1.909, 0.216], [3.118, 1.902, -0.321], [1.330, 0.012, -0.379], [-0.081, 1.799, -0.511], [-2.622, 0.485, 1.716], [1.071, 1.258, -0.395], [2.168, 2.175, -0.213], [0.430, -1.256, -1.182], [0.229, -1.818, 0.912], [-0.201, -2.011, -1.098], [-0.847, 0.113, 0.128]],
  "charge": -1,
  "homo_lumo_gap_ev": 8.6
}


Most stable pick: arrangement b. Distance to second place: 0.200 eV.


Arrangement a

{
  "formula": "C7H14NOS",
  "method": "wB97M-V/def2-TZVPD",
  "elements": ["C", "H", "H", "H", "S", "C", "C", "O", "C", "H", "C", "H", "H", "H", "C", "H", "H", "H", "N", "H", "H", "H", "H", "C"],
  "coordinates": [[-0.722, 0.013, -2.735], [-2.225, 0.588, -1.008], [-1.839, 0.077, 3.938], [3.308, -1.215, 1.970], [-1.098, 1.155, 4.147], [-0.626, -0.031, -0.242], [-0.009, 0.233, -4.036], [-0.882, 1.774, 2.639], [0.230, -0.475, 0.833], [1.772, -0.673, 2.833], [1.610, -0.687, 0.797], [-2.225, 0.533, 0.853], [1.972, -2.304, 2.326], [0.031, -0.752, -4.446], [2.205, -1.305, 2.014], [-0.185, -0.670, 1.795], [0.951, -0.193, -1.607], [-0.509, 0.927, -4.637], [-1.835, 0.368, -0.093], [-1.852, -0.256, -2.693], [-1.159, 2.727, 2.681], [2.235, -0.382, 0.001], [0.994, 0.597, -3.769], [-0.140, -0.048, -1.562]],
  "charge": 1,
  "homo_lumo_gap_ev": 7.5
}


Arrangement b

{
  "formula": "C7H14NOS",
  "method": "wB97M-V/def2-TZVPD",
  "elements": ["C", "H", "H", "C", "H", "H", "S", "C", "H", "H", "H", "C", "H", "H", "H", "O", "N", "H", "H", "H", "H", "C", "C", "C"],
  "coordinates": [[-2.354, 1.168, 1.173], [-0.102, -1.224, -1.732], [-2.858, 0.858, 2.069], [1.895, -0.469, 1.620], [-1.367, 1.743, 1.372], [-1.180, -0.842, -2.798], [1.086, -2.201, -0.316], [-1.402, 0.220, -0.936], [3.040, 2.033, -1.501], [-3.140, 1.867, 0.694], [2.081, -1.293, 2.146], [2.890, 1.293, -0.686], [2.664, 0.208, 1.777], [3.512, 1.409, 0.242], [-3.108, -1.410, 1.150], [-2.549, -1.231, 0.294], [-1.079, -0.938, -1.725], [0.949, -0.041, 2.027], [-1.498, -1.880, -1.523], [1.485, 0.109, -1.757], [-0.671, 1.128, -1.129], [-2.031, 0.009, 0.207], [1.711, -0.769, 0.152], [2.024, 0.250, -0.820]],
  "charge": 1,
  "homo_lumo_gap_ev": 8.2
}


Most stable pick: arrangement a. Distance to second place: 0.158 eV.


Arrangement a

{
  "formula": "C6H17N4O",
  "method": "wB97M-V/def2-TZVPD",
  "elements": ["H", "H", "H", "N", "C", "H", "N", "H", "C", "H", "H", "H", "H", "C", "N", "N", "H", "H", "H", "H", "C", "C", "H", "H", "O", "C", "H", "H"],
  "coordinates": [[1.120, 1.315, 3.105], [2.962, -1.117, 2.119], [-0.330, 0.356, 1.384], [-3.130, -0.655, -1.232], [1.121, -1.104, 1.186], [-1.939, -0.681, -3.297], [0.738, 0.087, 1.610], [-0.801, 0.652, -3.756], [-2.067, -0.055, -0.662], [-1.030, 1.457, -1.508], [2.693, -2.312, 0.732], [0.354, 2.637, 1.006], [-3.901, -0.954, -0.665], [-0.973, 0.381, -1.541], [0.258, -2.126, 0.826], [2.484, -1.440, 1.245], [-0.326, -0.889, -3.166], [-0.794, -2.095, 0.670], [-0.069, 0.183, -1.074], [1.837, 2.154, 0.212], [-0.977, -0.109, -2.995], [1.424, 2.357, 1.174], [-3.293, -0.636, -2.175], [0.531, -2.938, 0.179], [-1.948, -0.055, 0.566], [1.613, 1.274, 2.179], [2.708, 0.970, 2.285], [1.736, 3.342, 1.593]],
  "charge": 1,
  "homo_lumo_gap_ev": 11.1
}


Arrangement b

{
  "formula": "C6H17N4O",
  "method": "wB97M-V/def2-TZVPD",
  "elements": ["N", "C", "H", "H", "N", "C", "H", "H", "H", "H", "H", "H", "C", "H", "H", "N", "O", "N", "H", "C", "H", "C", "H", "H", "H", "C", "H", "H"],
  "coordinates": [[-0.705, 0.335, -0.689], [-1.194, 1.439, -1.194], [-2.548, -0.681, -2.529], [-2.820, 2.463, -1.871], [-0.363, 2.433, -1.532], [-1.382, -1.040, -0.644], [-0.526, -1.657, -0.383], [3.457, -0.464, 1.163], [-2.070, -0.918, 0.188], [1.267, -2.480, 0.919], [1.326, -1.751, 2.509], [2.158, 0.209, 3.486], [2.384, -0.569, 0.979], [-1.195, -1.723, -2.647], [2.248, -0.625, -0.088], [1.528, 0.714, 2.876], [1.248, 1.520, 0.818], [-2.509, 1.665, -1.338], [0.564, 2.396, -1.126], [-1.956, -1.418, -1.975], [-0.682, 3.376, -1.689], [1.721, 0.655, 1.551], [2.667, -2.621, 1.844], [-2.719, -2.204, -1.906], [0.123, 0.425, -0.103], [1.895, -1.887, 1.587], [-3.074, 0.841, -1.459], [1.157, 1.567, 3.253]],
  "charge": 1,
  "homo_lumo_gap_ev": 11.3
}


Most stable pick: arrangement b. Distance to second place: 1.268 eV.


Arrangement a

{
  "formula": "H2N2O2",
  "method": "wB97M-V/def2-TZVPD",
  "elements": ["O", "O", "H", "N", "H", "N"],
  "coordinates": [[1.273, -0.966, 0.427], [1.180, 1.146, 0.100], [-1.207, -0.873, -0.101], [0.640, 0.090, 0.204], [-1.195, 0.594, -0.672], [-0.691, 0.009, 0.041]],
  "charge": 0,
  "smiles": "N[N+](=O)[O-]",
  "homo_lumo_gap_ev": 11.3
}


Arrangement b

{
  "formula": "H2N2O2",
  "method": "wB97M-V/def2-TZVPD",
  "elements": ["H", "O", "H", "O", "N", "N"],
  "coordinates": [[-0.644, -1.314, 0.737], [-0.823, -1.029, -0.176], [1.337, 0.999, 0.354], [-0.556, 0.996, -1.089], [-0.114, 0.186, -0.317], [0.801, 0.162, 0.491]],
  "charge": 0,
  "smiles": "[H]/N=[N+](\\[O-])O",
  "homo_lumo_gap_ev": 11.6
}


Most stable pick: arrangement a. Distance to second place: 0.147 eV.